Entry 1:
# H5N3O

2 unconnected molecules or ions with the total composition H5N3O (wB97M-V/def2-TZVPD, the Open Molecules 2025 dataset).

Properties
- LUMO (alpha / beta) (eV) = 1.20 / 1.12
- HOMO (alpha / beta) (Eh) = -0.30156 / -0.24862
- calculated total energy (eV) = -6593.4370

Bonds (Å) are listed after each position.
Geometry (Å):
1 N -1.6124 0.4212 -0.1013  N3 1.315, H5 1.129, H6 0.989
2 N 2.1097 -0.1019 -0.1132  O4 1.271, H7 0.933, H8 0.987
3 N -0.9062 -0.5456 0.4433  N1 1.315, H9 1.050
4 O 1.0608 0.4747 0.3149  N2 1.271
5 H -2.1696 1.1816 0.5195  N1 1.129
6 H -1.7635 0.5133 -1.0747  N1 0.989
7 H 2.8749 0.0095 0.4084  N2 0.933
8 H 2.1934 -0.1653 -1.0942  N2 0.987
9 H -1.0331 -0.3879 1.4732  N3 1.050


Entry 2:
# H5N4O

2 unconnected molecules or ions with the total composition H5N4O (wB97M-V/def2-TZVPD, the Open Molecules 2025 dataset).

Properties
- LUMO (eV) = 5.05
- HOMO (Eh) = -0.07031
- calculated total energy (eV) = -8085.0817
- total charge = -1

Bonds (Å) are listed after each position.
Geometry (Å):
1 N -0.9336 1.0706 -1.1839  N3 1.405, H6 1.027, H7 1.068
2 N 1.1638 -0.9701 0.7352  N4 1.457, H8 1.017, H9 1.023
3 N 0.2777 1.1949 -0.4833  N1 1.405, H10 1.027
4 N -0.0290 -0.1593 0.9452  N2 1.457, O5 1.290
5 O -1.0859 -0.7644 0.5202  N4 1.290
6 H -1.5576 1.7734 -0.7705  N1 1.027
7 H -1.3355 0.1446 -0.8353  N1 1.068
8 H 1.6553 -1.0013 1.6252  N2 1.017
9 H 0.8914 -1.9153 0.4547  N2 1.023
10 H 0.9535 0.6270 -1.0076  N3 1.027


Entry 3:
# H5N5O

2 unconnected molecules or ions with the total composition H5N5O (wB97M-V/def2-TZVPD, the Open Molecules 2025 dataset).

Properties
- LUMO (alpha / beta) (eV) = 0.56 / 0.56
- HOMO (alpha / beta) (Eh) = -0.25629 / -0.25015
- calculated total energy (eV) = -9573.7169

Bonds (Å) are listed after each position.
Geometry (Å):
1 N -1.2511 1.0862 -0.0811  N2 1.409, N3 1.365
2 N -2.0832 -0.0438 -0.2040  N1 1.409, N4 1.478, H8 1.085
3 N -0.0667 0.6117 0.4026  N1 1.365, N5 1.265, H9 1.030
4 N -1.2681 -1.1500 0.3401  N2 1.478, N5 1.382, H10 1.040
5 N -0.0149 -0.6347 0.6113  N3 1.265, N4 1.382
6 O 2.3868 0.5504 -0.4237  H7 1.017, H11 1.012
7 H 2.5602 0.1210 -1.3287  O6 1.017
8 H -2.4398 -0.3175 -1.1917  N2 1.085
9 H 0.8399 1.1001 0.4003  N3 1.030
10 H -1.6908 -1.4437 1.2441  N4 1.040
11 H 3.0275 0.1202 0.2307  O6 1.012